This record from the OMol25 dataset describes H16O8 as an isolated structure at a distorted geometry. The level of theory is ωB97M-V with the def2-TZVPD basis set.

Properties
Net charge = 0
HOMO energy = -8.55 eV
Kohn-Sham gap = 7.3767 eV
Energy above the lowest of the compared OMol25 structures with the same formula, charge and spin = 16.912 eV

The geometry in XYZ format:
```
24
Properties=species:S:1:pos:R:3:nbo_charge:R:1
O 0.1935 -0.0411 0.1827 -0.9401
H -1.1984 0.9623 -1.6452 0.4863
O -0.7986 -0.4771 3.2883 -0.9673
H -1.0908 0.2704 3.8099 0.4431
H -1.9548 -0.8436 1.4391 0.5397
H 0.3938 -1.6410 -2.1500 0.5238
O -0.3229 -1.2036 -1.6905 -0.9447
H 0.8462 0.6583 2.5782 0.4362
H 0.8064 -0.0904 1.2630 0.4381
H 2.1378 -0.8188 -0.3818 0.4633
O 1.5202 -1.4565 -0.7399 -0.9989
O 1.4614 0.6604 -1.9519 -0.9780
H -0.2540 1.6769 -2.5883 0.5372
O -0.4616 0.8110 -2.2372 -0.7951
H -0.2243 -0.2788 -1.9171 0.4061
H -0.9181 -0.1978 2.3806 0.4219
O -1.5446 0.0213 1.4344 -0.8250
H -2.2238 0.6072 1.1003 0.5188
H 1.8043 1.5531 -1.9104 0.4432
H 0.5356 0.7482 -1.7249 0.4111
H -0.2573 -0.0554 -0.6616 0.4358
O 1.3899 0.1382 1.9866 -0.9518
H 0.6699 -1.0194 -0.6934 0.4497
H -0.5099 0.0162 0.8294 0.4465
```

This record from the OMol25 dataset describes a 8-piece molecular cluster, H16O8 overall at a distorted geometry. The level of theory is ωB97M-V with the def2-TZVPD basis set.

Properties
Net charge = 0
SMILES string = O.O.O.O.O.O.O.O
HOMO energy = -9.71 eV
Kohn-Sham gap = 9.7995 eV
Energy above the lowest of the compared OMol25 structures with the same formula, charge and spin = 5.071 eV

The geometry in XYZ format:
```
24
Properties=species:S:1:pos:R:3:nbo_charge:R:1
H 4.8847 -1.1077 0.4961 0.4762
O -0.3742 -1.9879 0.3277 -0.9157
H -1.0696 0.6559 -0.6996 0.5044
O 4.1353 -1.5003 1.0240 -0.9456
H -0.0325 -2.8414 0.1362 0.4685
H 3.5321 -0.8757 1.2901 0.4695
O 1.9044 2.4044 -1.2733 -0.9029
H 0.4439 0.8452 -0.1402 0.4640
H -0.2728 -2.2308 -2.4728 0.4995
H -1.1045 1.5680 2.7150 0.4658
H 2.8004 2.8000 -1.0936 0.4566
H -0.8773 -2.0544 1.2264 0.4464
H -0.9185 0.0695 2.8498 0.4678
H -2.3761 -0.8221 0.8101 0.4499
H 1.4287 3.1686 -1.1346 0.4469
H -1.5511 2.9856 0.9809 0.4644
O -1.2719 2.3863 0.2664 -0.9361
H -0.7572 2.8669 -0.2933 0.4719
O -1.2067 0.8601 3.2635 -0.9331
O -0.0609 0.6064 -0.9107 -0.9762
O -0.9268 -2.8493 -2.9298 -0.9713
H -3.0482 -1.3515 -0.4480 0.4735
H -1.0574 -2.6476 -3.8382 0.4715
O -2.2237 -0.9480 -0.1517 -0.9159
```

This record from the OMol25 dataset describes a 8-piece molecular cluster, H16O8 overall. The level of theory is ωB97M-V with the def2-TZVPD basis set.

Properties
Net charge = 0
SMILES string = O.O.O.O.O.O.O.O
HOMO energy = -10.52 eV
Kohn-Sham gap = 10.5104 eV
Energy above the lowest of the compared OMol25 structures with the same formula, charge and spin = 3.257 eV

The geometry in XYZ format:
```
24
Properties=species:S:1:pos:R:3:nbo_charge:R:1
O -3.4248 -2.2404 -0.1226 -0.9479
H -4.4468 0.2579 -1.6941 0.4737
H 2.3357 2.7150 0.7346 0.4726
O -0.8687 1.4056 -0.0350 -0.9257
H -0.3316 0.9510 -0.6936 0.4508
H -3.0289 -2.5927 -0.9276 0.4697
O -1.9522 -3.2911 1.7875 -0.9397
H -0.6113 0.9979 0.7996 0.4764
H 4.5829 1.8814 -0.3191 0.4691
O 0.8381 -0.5816 2.6642 -0.9435
H -3.4299 -2.9897 0.4836 0.4725
H 2.0087 1.1473 -2.2504 0.4575
H 0.9153 0.0766 3.3640 0.4758
H 0.6272 -1.3975 3.1319 0.4682
O 4.3590 1.0049 0.0135 -0.9287
H 1.6357 2.0171 -0.4199 0.4441
H -2.5907 -3.0219 2.4575 0.4698
O 1.6594 2.8517 0.0616 -0.9192
H -3.4011 0.8925 -2.5963 0.4659
O -3.7849 0.0405 -2.3602 -0.9394
H 3.8960 0.5866 -0.7211 0.4581
H -1.2056 -2.6967 1.9227 0.4754
H 3.5189 1.1154 -2.4181 0.4541
O 2.6996 0.8704 -2.8628 -0.9094
```

This record from the OMol25 dataset describes a 8-piece molecular cluster, H16O8 overall at a distorted geometry. The level of theory is ωB97M-V with the def2-TZVPD basis set.

Properties
Net charge = 0
SMILES string = O.O.O.O.O.O.O.O
HOMO energy = -11.14 eV
Kohn-Sham gap = 11.2441 eV
Energy above the lowest of the compared OMol25 structures with the same formula, charge and spin = 3.767 eV

The geometry in XYZ format:
```
24
Properties=species:S:1:pos:R:3:nbo_charge:R:1
O 2.5115 2.5866 -0.3061 -0.9349
O 2.1447 -1.5592 1.3124 -0.9562
O 3.2604 -0.4222 -2.7742 -0.9173
O -0.6399 0.7496 0.0135 -0.9224
H 1.1866 0.3732 1.9910 0.4691
O -4.1047 3.0140 -0.6322 -0.9510
H 3.0542 -1.4739 1.5678 0.4811
H 3.3527 3.0585 -0.1545 0.4675
H -0.4204 0.2830 -0.7587 0.4738
O -4.1962 -1.9593 -0.3972 -0.9455
H 1.8860 -2.4820 1.4406 0.4761
H -3.6752 2.8965 0.2404 0.4749
H 3.2426 0.4943 -3.0905 0.4649
H 4.1257 -0.3920 -2.5211 0.4525
H -0.8179 -1.6372 0.1679 0.4568
H 0.1636 -2.3058 -0.7869 0.4885
H -4.8497 2.3169 -0.7194 0.4762
H 0.2343 0.1823 3.0518 0.4582
H -1.3317 0.1903 0.4024 0.4505
O -0.7638 -2.1952 -0.5348 -0.9481
H -4.1760 -2.8064 0.0890 0.4759
H -3.4536 -1.8371 -0.8733 0.4702
O 1.0442 0.6836 2.8135 -0.9285
H 2.2227 2.2417 0.4587 0.4674
```

This record from the OMol25 dataset describes a 8-piece molecular cluster, H17NO7 overall at a distorted geometry. The level of theory is ωB97M-V with the def2-TZVPD basis set.

Properties
Net charge = -1
HOMO energy (spin up / spin down) = 0.47 / -7.13 eV
Kohn-Sham gap (spin up / spin down) = 2.3891 / 9.8511 eV
Spin multiplicity = 2
Energy above the lowest of the compared OMol25 structures with the same formula, charge and spin = 0.000 eV

The geometry in XYZ format:
```
25
Properties=species:S:1:pos:R:3:nbo_charge:R:1
O -0.6741 -2.8113 -1.4972 -0.9728
O -3.6195 -2.4690 -0.2355 -0.9923
H -0.2607 0.6809 0.2990 0.3635
O 1.3163 1.6333 1.4890 -1.0983
H 0.2639 0.9565 -1.1802 0.2936
N -0.6015 0.8151 -0.6549 -1.3303
H -1.2040 -0.7972 0.5477 0.5014
O 3.3675 -0.2430 -1.3686 -1.0842
H -1.1179 1.6917 -0.6612 0.3434
H -3.7957 -1.7000 -0.7878 0.4695
O -1.6117 -1.3624 1.2263 -1.0363
H 4.6470 3.0056 4.1340 0.4630
H 2.6117 0.0825 -1.8741 0.4127
H 4.2459 4.4580 3.6959 0.4581
H -3.3418 0.0404 -2.5723 0.4535
H 1.8751 1.1255 0.8775 0.4318
H -1.0175 -2.8198 -2.4022 0.4595
H 1.8058 2.4315 1.7262 0.4603
O 4.1086 3.5216 3.5333 -0.9867
H -2.9373 -2.1392 0.3898 0.4948
H -1.0629 -1.4699 2.0051 0.4761
O -2.7061 -0.6766 -2.6531 -1.0032
H 3.1220 -1.0071 -0.8361 0.4408
H -1.9192 -0.3565 -2.1765 0.5025
H -1.4939 -2.5904 -1.0241 0.4796
```

This record from the OMol25 dataset describes a 8-piece molecular cluster, H17O8 overall at a distorted geometry. The level of theory is ωB97M-V with the def2-TZVPD basis set.

Properties
Net charge = +1
HOMO energy = -13.74 eV
Kohn-Sham gap = 10.3897 eV
Energy above the lowest of the compared OMol25 structures with the same formula, charge and spin = 2.997 eV

The geometry in XYZ format:
```
25
Properties=species:S:1:pos:R:3:nbo_charge:R:1
H -2.5660 1.4426 1.1488 0.4808
H -2.5286 0.2332 0.3312 0.4868
O -0.0485 -0.3716 2.3511 -0.9209
O -1.9541 0.9779 0.6300 -0.9590
H 1.8870 -1.0155 -1.4085 0.5180
H -1.0676 3.7380 -0.8561 0.5013
H 1.5074 -1.7996 0.0856 0.5436
H 0.7649 0.2220 -0.5066 0.5475
H 0.0238 1.5553 -0.1950 0.5649
O 0.6217 0.9187 0.2161 -0.8519
O 1.0945 -2.8930 1.5669 -0.9760
O 1.1664 -1.2001 -0.7593 -1.0135
O 0.5384 1.1217 -2.2860 -0.9920
H 0.6642 -1.9408 1.7571 0.4967
H -0.2441 -2.0601 -1.6965 0.4691
H 1.9277 -3.0409 2.0598 0.4978
H -0.8994 -0.6657 2.9601 0.5381
H -0.0297 -3.3697 -2.4239 0.4725
H -0.6574 4.1486 0.8070 0.5252
H 0.1056 0.3971 1.0113 0.5462
O -0.7236 -2.6405 -2.2541 -0.9508
H 0.0537 0.5785 -2.8928 0.5068
H 0.6149 2.0371 -2.5071 0.5013
H 0.3786 0.1192 2.9049 0.4813
O -0.6299 3.5075 -0.0439 -1.0137
```

Quick rundown of energy, same order as above: -16625.09897 -16636.93940 -16638.75374 -16638.24365 -16098.26305 -16647.95779 eV